(1)
Here is 6 unconnected molecules or ions with the total composition C11H30Cl4O10 from the Open Molecules 2025 dataset. Energies are from the ωB97M-V functional and the def2-TZVPD basis.

Geometry as XYZ:
```
55
Properties=species:S:1:pos:R:3:forces:R:3:lowdin_charge:R:1
Cl 16.72418 12.51405 0.63382 0.2319 -0.2211 -0.2246 0.559
C 16.81187 12.04071 2.32026 -0.2846 0.1228 0.0010 -1.949
Cl 17.92020 10.67625 2.58780 -0.1172 0.5986 -0.0836 0.573
Cl 17.37343 13.52436 3.20955 -0.4377 -1.2113 0.1152 0.561
Cl 15.17524 11.46259 2.78481 0.5670 0.5966 0.2826 0.514
O 16.21706 15.75020 1.32194 0.6385 0.7628 1.4386 -0.115
C 14.86244 15.64393 1.57472 -2.7336 -1.0994 -1.7938 -0.296
C 14.07837 16.92203 1.99200 1.8749 -0.0528 0.5387 -0.197
O 14.21096 17.12433 3.40213 -0.9481 -0.2102 0.4991 -0.092
H 16.46212 15.96148 2.22577 1.5939 0.4146 -0.2123 0.007
H 14.57641 15.18181 0.62988 -1.2671 0.4121 -0.1839 0.113
H 14.61053 14.86991 2.29965 0.2523 -0.1080 0.5211 0.102
H 13.00030 16.94513 1.83289 0.1851 -0.4831 -0.3514 0.118
H 14.55347 17.75289 1.47041 -0.1888 0.2396 -0.2670 0.112
H 15.07636 17.39232 3.71972 0.2936 0.0917 -0.7592 0.043
O 20.86026 13.96775 0.42560 0.1777 -0.2427 0.1379 -0.076
C 20.61355 14.65925 1.66161 -0.1058 -0.1230 -1.5518 -0.241
C 21.85725 15.28858 2.20204 0.9908 0.4180 0.6884 -0.245
O 22.37374 16.35738 1.38902 -0.4432 -0.4129 0.1461 -0.059
H 20.48901 14.46129 -0.30937 0.0600 0.0815 0.1155 0.082
H 19.90116 15.45372 1.43930 -0.2013 0.1317 0.3629 0.122
H 20.14362 13.92529 2.31627 0.2206 0.2132 0.4099 0.085
H 22.71435 14.63319 2.35682 -0.4107 -0.8047 -0.0988 0.114
H 21.64908 15.65688 3.20660 -0.2570 0.3397 0.1316 0.111
H 23.28295 16.09535 1.22693 -0.0462 0.3573 -0.2959 0.078
O 19.58035 18.63498 4.00172 0.2931 -0.8393 0.1800 -0.053
C 18.82887 17.84693 4.92682 -1.4815 0.2309 -0.3101 -0.221
C 17.83614 16.85202 4.24161 2.5421 1.0171 0.1486 -0.200
O 17.01666 17.53781 3.24356 0.4997 -1.3127 1.9872 -0.074
H 19.10543 19.35449 3.57941 -0.2758 0.0576 0.4264 0.082
H 19.51391 17.25851 5.53721 0.1995 0.1602 -0.1933 0.124
H 18.23051 18.46226 5.59870 0.1680 0.3903 0.1086 0.116
H 17.40735 16.25600 5.04722 -1.4140 0.6083 -0.2194 0.123
H 18.55230 16.12197 3.86448 -0.3102 -0.1545 -1.3680 0.079
H 17.54554 18.28870 2.96419 0.0708 -0.0284 -0.2965 0.088
O 18.75965 7.46684 7.78701 -0.6956 -0.2379 1.2790 -0.087
C 18.63240 6.93333 6.47365 1.2784 2.3638 0.7400 -0.212
C 19.70417 7.73147 5.71084 -0.5771 -0.7476 -2.4359 -0.226
O 19.33020 9.05075 5.27582 -0.6101 0.2398 1.2034 -0.104
H 18.15261 8.19601 7.93340 -0.0056 0.0202 -0.1801 0.084
H 18.89279 5.88244 6.59987 -0.1631 -0.0079 -0.6289 0.119
H 17.64242 7.14811 6.07128 -0.0265 -0.4765 -0.2057 0.121
H 19.78370 7.27130 4.72594 0.8647 -1.0162 0.1600 0.113
H 20.63701 7.76451 6.27370 -0.0645 -0.1814 0.0013 0.120
H 19.69228 9.16641 4.39427 0.1434 0.1782 0.0433 0.018
O 21.04721 10.56351 3.18369 0.8921 -0.3546 0.1644 -0.118
C 22.42255 10.97590 3.39841 -0.2912 -0.2507 0.0411 -0.216
C 22.94319 10.47298 4.73525 -1.0836 1.7992 0.5822 -0.189
O 22.07210 11.08982 5.76058 1.4455 -0.9440 -0.7408 -0.079
H 20.81135 10.77662 2.27784 -0.0773 0.1329 -0.0947 0.062
H 23.10396 10.69754 2.59449 -0.2081 -0.3494 -0.2366 0.120
H 22.41370 12.06490 3.44432 0.1792 0.1247 0.1083 0.110
H 23.93101 10.92422 4.82843 0.0365 0.1218 0.2833 0.113
H 23.10289 9.40468 4.88133 -0.6284 -0.1447 -0.1999 0.114
H 21.18694 11.05575 5.39053 -0.3456 -0.2101 0.0866 0.049
```
Forces are in eV/Å.

- E_tot (Ha) = -3030.1003
- max |F| (eV/Å) = 3.4
- E_HOMO (eV) = -9.5838
- SMILES string = ClC(Cl)(Cl)Cl.OCCO.OCCO.OCCO.OCCO.OCCO
- ΔE to the lowest compared entry with this formula, charge and spin (eV) = 1.6946



(2)
Here is 3 unconnected molecules or ions with the total composition C11H30ClN3O7P3S from the Open Molecules 2025 dataset. Energies are from the ωB97M-V functional and the def2-TZVPD basis.

Geometry as XYZ:
```
56
Properties=species:S:1:pos:R:3:forces:R:3:lowdin_charge:R:1
C -1.96342 -1.07863 3.08381 -0.0457 0.3251 0.2931 0.034
C -2.96975 -0.19619 2.37910 0.3078 -0.6986 0.7129 -0.531
O -4.07016 -0.59127 2.10837 -0.3175 0.1816 -0.4759 0.102
O -2.52105 1.05307 2.13495 0.1031 -0.5400 -0.3548 -0.014
C -2.98585 1.62822 0.91476 -0.2475 1.0048 -0.7243 -0.170
C -2.01880 1.46426 -0.28868 0.3350 0.1809 0.5840 -0.162
C -0.66752 0.78082 0.00967 0.1139 -0.2374 -1.2263 -0.235
C -0.62863 -0.66645 -0.54984 -0.4231 0.0342 1.1607 -0.273
C 0.33001 -1.65070 0.17014 -0.1022 0.3951 -0.4496 -0.392
P 1.96693 -2.06790 -0.77423 -1.2237 -1.3316 1.3812 0.203
C 1.54159 -3.93968 -0.88174 -0.2402 0.0497 -0.3366 -0.402
C 0.43518 -4.30435 -1.87905 0.3160 -0.6713 0.1233 -0.346
N 0.75047 -3.93349 -3.27291 -0.0826 0.1627 0.2737 -0.022
P 3.88919 -2.49989 -2.00569 0.6359 -0.2756 -0.1998 0.160
S 5.46590 -2.91495 -0.87663 0.3433 0.0768 0.2041 -0.078
P 2.61098 0.13413 -0.68372 0.2041 1.4776 -1.0359 0.434
O 4.25513 0.20626 -0.99493 -0.9264 0.0255 0.9175 -0.529
Cl 2.54336 0.66921 1.38300 0.1990 -0.3207 -0.0204 0.147
H -1.52931 -0.55994 3.94127 0.0582 0.0551 -0.1215 0.090
H -2.46309 -1.97775 3.43347 -0.0578 0.0145 -0.0665 0.084
H -1.15137 -1.35818 2.41231 -0.0467 0.1377 -0.0727 0.061
H -3.10451 2.69706 1.11296 0.0945 -0.0850 0.2136 0.116
H -3.97590 1.26718 0.63553 0.0371 -0.2951 0.3569 0.103
H -2.55818 0.96581 -1.09419 0.1698 -0.2137 0.0038 0.097
H -1.80248 2.46066 -0.67099 -0.1106 0.0528 0.0658 0.087
H 0.08944 1.33860 -0.54845 0.0805 0.0662 0.2519 0.055
H -0.36532 0.82745 1.05254 -0.2425 -0.0431 0.0882 0.075
H -0.45091 -0.61917 -1.62764 0.1029 -0.0846 -0.0097 0.085
H -1.64963 -1.05588 -0.42852 0.0547 -0.0723 -0.1483 0.097
H 0.55929 -1.29785 1.18006 0.1589 0.0950 -0.1379 0.022
H -0.22977 -2.57896 0.30892 0.2374 -0.1378 -0.0728 0.052
H 2.70293 -2.32243 0.45853 0.2155 -0.0296 -0.1608 -0.023
H 1.31936 -1.75578 -2.04090 0.1289 0.2680 -0.0965 -0.033
H 2.42883 -4.54789 -1.08891 0.0274 0.1395 -0.0761 0.042
H 1.21385 -4.25057 0.11703 0.0243 0.1710 0.0319 0.064
H -0.53284 -3.90981 -1.54833 0.0718 0.2043 -0.0674 0.090
H 0.31475 -5.39631 -1.85403 -0.0550 0.0815 0.0249 0.094
H 0.18801 -3.13639 -3.53262 0.1362 0.0877 -0.2204 0.046
H 0.54246 -4.68610 -3.91141 -0.1266 -0.0385 -0.0137 0.048
H 3.66627 -3.61539 -2.84793 -0.1528 0.3548 -0.1438 -0.084
H 4.14695 -1.45967 -2.94015 -0.0884 -0.3120 -0.0431 -0.073
H 4.70262 -0.34069 -0.32927 0.4429 -0.3541 -0.3180 -0.038
C 3.97850 3.39689 2.59939 -0.1048 0.0479 -0.1395 -0.007
N 4.26577 4.70461 3.25283 -0.0241 -0.0951 -0.0672 -0.458
O 3.69233 5.68900 2.83578 -0.0179 0.0864 0.0032 0.056
O 5.06146 4.70114 4.16989 0.0498 0.0196 0.0674 0.047
H 3.25747 3.55153 1.80726 -0.0026 0.0448 0.0205 0.072
H 4.91545 3.01656 2.20480 0.0101 -0.0579 0.0809 0.100
H 3.58344 2.73184 3.36020 0.0884 -0.0285 0.0178 0.080
C -5.73370 4.02363 -1.27390 -0.1805 -0.0334 0.0810 0.044
N -4.64860 3.12712 -1.75527 -0.0640 0.0093 0.0177 -0.444
O -4.92081 1.95845 -1.92765 0.0030 -0.0417 -0.0551 0.072
O -3.56441 3.63517 -1.93951 -0.0351 0.0896 -0.1002 0.065
H -6.63632 3.43624 -1.15384 0.0373 -0.0459 -0.0117 0.093
H -5.41002 4.44500 -0.32676 0.0513 0.0577 -0.0471 0.099
H -5.86559 4.80238 -2.01886 0.0797 0.0463 0.0377 0.097
```
Forces are in eV/Å.

- E_tot (Ha) = -3010.3425
- charge = -1
- max |F| (eV/Å) = 2.3
- E_HOMO (eV) = -3.7031



(3)
Here is a molecular structure, C11H31ClHoI2N3P2 from the Open Molecules 2025 dataset. Energies are from the ωB97M-V functional and the def2-TZVPD basis.

Geometry as XYZ:
```
51
Properties=species:S:1:pos:R:3:forces:R:3:lowdin_spin:R:1
I 0.02825 -0.17106 -4.08552 0.0298 0.6794 0.1929 -0.003
I 0.04351 2.47338 -4.71572 -0.0097 -0.6106 0.3227 0.000
Ho 0.13708 0.90687 -0.79227 -0.8602 0.4288 0.8592 4.036
P -2.91148 1.46471 -0.98418 -1.6048 1.1720 -0.1846 -0.004
C -3.95558 1.40851 -2.49959 0.1823 -0.3722 -0.3931 -0.001
C -3.95588 0.37347 0.05980 0.6063 0.1357 0.0554 -0.001
H -4.95907 0.80259 -0.01062 0.0756 -0.3061 0.1149 0.000
H -4.70939 3.03484 -0.28062 0.5402 -0.2176 -0.2110 0.000
H -3.61139 0.40921 1.10292 -0.1755 -0.3204 -0.2942 0.000
H -3.14017 3.49174 0.42013 -0.0847 0.2110 -0.4180 0.000
H -3.75888 0.45052 -3.01646 -0.2468 0.6552 -0.2128 0.000
H -3.93032 -0.63186 -0.37823 -0.1143 0.0921 0.4322 0.000
C -3.62696 3.12377 -0.49337 0.5776 0.0851 0.2134 -0.001
H -5.03561 1.46142 -2.22560 0.8415 -0.0742 -0.0800 0.000
H -3.51218 3.81626 -1.35736 0.1440 -0.2986 0.8126 0.000
H -3.71933 2.30892 -3.10549 -0.0704 -0.8433 0.0327 0.000
P 2.97349 1.51079 -1.12552 2.2982 1.2101 0.6394 -0.004
C 4.14673 1.51445 -2.51908 -0.2944 -0.6643 -0.7226 -0.001
C 3.82185 3.06829 -0.50988 -0.9764 0.4272 0.4902 -0.001
H 3.35236 0.16848 0.92191 0.0574 -0.0741 -0.2975 0.000
H 4.83721 0.78100 0.17531 -0.2533 -0.4031 -0.1497 0.000
H 3.98303 -0.62722 -0.57384 0.0247 0.1160 0.2886 0.000
C 3.85976 0.32399 -0.04097 -0.1882 -0.1661 0.3122 0.000
H 3.37627 3.46413 0.41443 0.1688 0.0235 -0.3735 0.000
H 4.87708 2.82611 -0.33454 -0.3566 -0.1290 0.0505 0.000
H 5.17617 1.65339 -2.14067 -0.5835 -0.2598 -0.0860 0.000
H 3.90913 2.38454 -3.14081 0.0389 -0.4128 -0.2125 0.000
H 3.81616 3.82418 -1.31049 -0.3036 -0.1513 0.4081 0.000
H 4.05761 0.56295 -3.05525 0.2567 0.3761 -0.3146 0.000
Cl 0.01501 2.52480 1.14185 0.1605 -0.3003 -1.2736 -0.013
C -0.61091 -3.84471 2.36292 -0.4706 -0.3918 0.3509 0.000
N -0.38773 -3.26327 1.04963 -0.9168 1.4282 -1.4197 -0.001
C -1.17843 -3.79393 -0.14884 -0.4401 0.2052 -0.0971 0.000
C -0.10446 -1.91742 0.96831 0.2747 0.8530 -1.4220 0.000
N -0.52493 -1.18228 -0.09131 0.9607 -0.3390 0.9305 -0.008
N 0.77739 -1.15844 1.80791 -0.8546 -1.2534 0.0839 0.000
C 1.73634 -1.99881 2.61052 -0.3919 0.0789 -0.4525 0.000
C 0.13999 -0.12198 2.66378 -0.0081 0.5844 1.4930 0.001
H -0.07499 -4.77013 2.60321 0.3929 0.3242 -0.4959 0.000
H -1.66087 -4.11936 2.46022 -0.1346 0.4057 0.1461 0.000
H -0.31364 -3.05368 3.03778 -1.0342 -0.5321 0.5820 0.000
H -0.45804 -3.66861 -0.96859 -0.3948 -0.5580 -0.0769 0.000
H -1.52841 -4.88796 -0.06438 0.8473 1.8700 0.2595 0.000
H -2.10087 -3.12683 -0.44699 1.4223 -1.4446 1.0994 0.000
H -1.11506 -1.71857 -0.69740 -0.4676 0.0267 -0.1599 0.000
H 2.24519 -1.34489 3.33778 -0.3436 -0.3669 -0.2798 0.000
H 1.11117 -2.78776 3.10376 2.0223 0.8756 -0.0743 0.000
H 2.50247 -2.41426 1.91872 -0.6278 0.0393 0.5651 0.000
H -0.09267 -0.56119 3.62681 -0.2358 -0.4939 0.3330 0.000
H 0.87218 0.66988 2.96926 -0.5484 -0.6401 -0.8913 0.000
H -0.81818 0.36100 2.35660 1.0687 -0.6798 -0.4752 0.000
```
Forces are in eV/Å.

- E_tot (Ha) = -3287.8631
- charge = +2
- max |F| (eV/Å) = 2.7
- E_HOMO (spin up / spin down) (eV) = -15.4025 / -15.3994
- ΔE to the lowest compared entry with this formula, charge and spin (eV) = 0.0000
- 2S+1 = 5